1.
{
  "formula": "C4H12BrCl3HfN4O20",
  "method": "ωB97M-V with the def2-TZVPD basis set",
  "elements": ["Hf", "Cl", "O", "O", "O", "O", "Cl", "O", "O", "O", "O", "Cl", "O", "O", "O", "O", "Br", "C", "N", "O", "O", "H", "H", "H", "C", "N", "O", "O", "H", "H", "H", "C", "N", "O", "O", "H", "H", "H", "C", "N", "O", "O", "H", "H", "H"],
  "positions_angstrom": [[-0.062, 0.001, -1.284], [-4.026, 0.905, -3.630], [-5.375, 0.562, -3.551], [-3.082, -0.150, -3.967], [-3.762, 2.022, -4.467], [-3.434, 1.196, -2.391], [1.118, -4.616, -4.113], [1.857, -4.160, -5.296], [0.686, -3.590, -3.242], [-0.032, -5.365, -4.488], [1.988, -5.367, -3.265], [-1.512, 2.000, 3.430], [-1.369, 1.265, 2.242], [-1.376, 3.380, 3.104], [-2.771, 1.584, 3.952], [-0.389, 1.394, 4.066], [1.753, 1.325, -4.409], [4.017, 3.182, 2.560], [3.680, 1.931, 1.891], [2.857, 1.902, 0.937], [4.130, 0.974, 2.443], [4.463, 3.004, 3.539], [3.088, 3.743, 2.655], [4.756, 3.657, 1.914], [3.157, -4.063, 2.519], [1.844, -3.396, 2.236], [1.819, -2.513, 1.340], [0.864, -3.800, 2.818], [3.404, -3.758, 3.536], [3.947, -3.691, 1.867], [2.926, -5.123, 2.414], [-4.090, -3.985, 1.598], [-3.793, -3.162, 0.370], [-4.643, -3.139, -0.462], [-2.704, -2.553, 0.236], [-4.918, -4.670, 1.417], [-4.451, -3.292, 2.357], [-3.152, -4.488, 1.837], [0.288, 6.271, -2.317], [0.495, 5.310, -1.194], [-0.048, 4.164, -1.236], [1.180, 5.645, -0.285], [-0.408, 5.734, -2.961], [1.240, 6.538, -2.775], [-0.158, 7.193, -1.943]],
  "forces_ev_per_a": [[0.576, 0.743, -1.423], [1.827, 0.683, -2.479], [-0.665, -0.667, -0.038], [-0.645, -1.585, -1.346], [-0.756, 0.167, -0.738], [0.713, 1.258, 4.851], [0.946, -1.121, -2.534], [-1.145, -0.222, 1.834], [-0.708, 2.865, 1.048], [-0.124, -0.281, -0.389], [0.956, -0.989, 0.233], [-0.703, 0.037, -0.290], [-0.271, -2.087, -5.523], [-0.236, -0.058, 1.347], [0.085, 1.145, 1.134], [1.258, 0.780, 2.895], [-1.053, -0.756, 1.844], [0.000, 1.387, -0.333], [-2.371, -0.420, -0.553], [1.850, 0.346, 1.549], [0.490, -1.658, -0.296], [-0.172, -0.363, -0.317], [0.268, 0.216, -0.225], [-0.258, 0.382, 0.056], [-0.261, 0.463, 0.283], [-0.344, 1.245, -2.129], [0.095, -1.327, 1.610], [0.521, 0.237, -0.024], [-0.079, -0.431, 0.070], [-0.477, -0.127, -0.206], [0.410, 0.114, 0.193], [0.440, 0.309, 0.023], [1.333, 0.601, -0.293], [-0.909, 0.070, -0.738], [-1.198, -1.017, 0.987], [0.344, 0.082, -0.517], [0.524, 0.063, 0.087], [-0.259, 0.141, 0.348], [-0.778, -0.466, -0.254], [-1.193, -2.724, -0.194], [0.799, 2.481, -0.614], [0.941, 0.787, 0.996], [0.295, 0.398, -0.308], [-0.043, -0.441, 0.089], [-0.020, -0.263, 0.286]],
  "gap_ha": 0.0681,
  "homo_ev": -9.564
}

2.
{
  "formula": "C2H10NS",
  "method": "ωB97M-V with the def2-TZVPD basis set",
  "elements": ["N", "H", "H", "H", "H", "C", "S", "C", "H", "H", "H", "H", "H", "H"],
  "positions_angstrom": [[-2.559, -0.371, -0.370], [-2.983, 0.210, 0.349], [-2.878, -1.341, -0.260], [-2.953, -0.121, -1.282], [-1.524, -0.302, -0.251], [1.797, 0.979, 1.318], [0.293, 0.213, 0.610], [1.031, -0.566, -0.885], [2.608, 0.249, 1.338], [1.439, 1.451, 2.227], [2.246, 1.755, 0.695], [0.331, -1.262, -1.350], [1.254, 0.244, -1.571], [1.900, -1.137, -0.568]],
  "forces_ev_per_a": [[-0.766, -0.872, -0.247], [-0.102, 0.089, 0.156], [0.276, 0.097, 0.469], [0.616, 0.514, -0.028], [-0.398, 0.280, -0.338], [-0.085, 0.327, -0.894], [1.026, -0.322, -0.349], [-0.373, 0.378, 0.546], [-0.448, -0.288, 0.901], [0.530, -0.369, 0.369], [-0.667, 0.230, -0.292], [-0.061, 0.059, 0.066], [0.319, -0.206, -0.193], [0.132, 0.082, -0.168]],
  "gap_ha": 0.3221,
  "charge": 1,
  "relative_energy_kj_mol": 54.1,
  "homo_ev": -12.736
}

3.
{
  "formula": "C18H18BrCdN4",
  "method": "ωB97M-V with the def2-TZVPD basis set",
  "elements": ["Cd", "C", "N", "C", "C", "C", "C", "C", "C", "N", "C", "C", "C", "C", "C", "C", "N", "C", "C", "C", "C", "C", "N", "H", "H", "H", "H", "H", "H", "H", "H", "H", "H", "H", "H", "H", "H", "H", "H", "H", "H", "Br"],
  "positions_angstrom": [[-0.014, 1.168, 1.008], [0.690, -0.183, -1.792], [0.025, -0.723, -0.607], [0.799, -1.795, 0.009], [2.028, -1.281, 0.735], [3.095, -2.123, 1.007], [4.169, -1.629, 1.728], [4.149, -0.309, 2.155], [3.049, 0.466, 1.843], [2.016, -0.010, 1.140], [-1.358, -1.115, -0.878], [-2.213, -1.075, 0.371], [-3.193, -2.018, 0.619], [-3.991, -1.876, 1.747], [-3.778, -0.802, 2.594], [-2.763, 0.089, 2.288], [-2.005, -0.045, 1.198], [0.222, 1.213, -2.135], [0.127, 1.629, -3.452], [-0.231, 2.941, -3.721], [-0.490, 3.800, -2.666], [-0.385, 3.308, -1.378], [-0.038, 2.044, -1.120], [0.558, -0.836, -2.662], [1.761, -0.137, -1.584], [1.097, -2.551, -0.729], [0.157, -2.300, 0.737], [3.078, -3.148, 0.661], [5.012, -2.267, 1.956], [4.966, 0.114, 2.721], [2.972, 1.497, 2.166], [-1.418, -2.104, -1.346], [-1.774, -0.397, -1.589], [-3.330, -2.848, -0.061], [-4.764, -2.601, 1.962], [-4.375, -0.656, 3.483], [-2.531, 0.934, 2.927], [0.334, 0.933, -4.254], [-0.309, 3.287, -4.743], [-0.772, 4.830, -2.829], [-0.580, 3.935, -0.517], [0.012, 2.644, 3.009]],
  "forces_ev_per_a": [[0.024, -0.014, -0.044], [-0.018, -0.032, -0.009], [0.015, 0.000, -0.098], [-0.002, 0.012, 0.040], [-0.038, 0.010, -0.049], [0.017, 0.015, -0.033], [0.005, 0.003, 0.010], [0.013, -0.013, -0.022], [0.001, 0.012, -0.031], [-0.072, -0.082, 0.176], [-0.009, 0.042, 0.064], [0.047, 0.054, -0.028], [-0.033, 0.000, 0.005], [0.011, -0.010, -0.021], [0.000, 0.017, -0.005], [-0.026, -0.003, 0.005], [0.084, -0.106, 0.081], [-0.008, 0.031, -0.031], [-0.002, 0.003, -0.002], [-0.001, 0.001, 0.003], [0.001, -0.003, 0.002], [-0.003, 0.009, 0.031], [0.003, 0.016, -0.043], [0.011, -0.009, 0.000], [0.006, 0.003, 0.003], [0.011, -0.012, 0.013], [-0.002, 0.012, 0.007], [0.002, 0.002, -0.006], [0.001, 0.001, -0.002], [-0.003, -0.003, 0.006], [-0.022, -0.003, 0.014], [0.001, -0.007, 0.004], [-0.001, -0.002, -0.007], [-0.007, -0.001, -0.001], [-0.003, -0.001, -0.003], [0.002, -0.005, 0.002], [0.006, -0.003, 0.001], [-0.001, 0.000, 0.000], [-0.001, 0.000, 0.000], [0.000, 0.000, -0.001], [-0.003, 0.000, 0.002], [-0.006, 0.065, -0.031]],
  "gap_ha": 0.3404,
  "charge": 1,
  "relative_energy_kj_mol": 3.6,
  "homo_ev": -11.896
}

4.
{
  "formula": "C2H5NOS",
  "method": "ωB97M-V with the def2-TZVPD basis set",
  "elements": ["C", "C", "H", "H", "H", "H", "H", "N", "O", "S"],
  "positions_angstrom": [[1.452, -0.465, -0.086], [-0.168, 1.033, 0.073], [2.490, -0.847, -0.233], [1.133, -1.086, -0.978], [0.901, -0.687, 0.824], [-0.737, 2.091, -0.030], [-2.522, -1.134, 1.078], [-0.997, 0.037, -0.356], [1.077, 0.883, -0.130], [-2.629, 0.176, -0.160]],
  "forces_ev_per_a": [[-0.019, -3.113, -1.136], [-7.237, -0.014, -4.301], [0.081, 2.009, 1.358], [-1.085, 1.035, 0.967], [0.843, -1.954, -0.007], [2.170, -1.765, 1.269], [-0.892, 2.810, -2.652], [3.247, 1.938, 1.776], [3.244, 1.852, -0.458], [-0.352, -2.800, 3.184]],
  "gap_ha": 0.3005,
  "relative_energy_kj_mol": 504.6,
  "homo_ev": -8.396
}

5.
{
  "formula": "CHCuF3O2S",
  "method": "ωB97M-V with the def2-TZVPD basis set",
  "elements": ["S", "O", "O", "Cu", "C", "F", "F", "H", "F"],
  "positions_angstrom": [[-0.848, 0.355, 0.678], [0.289, 1.293, 1.394], [-1.889, 1.570, 0.276], [-0.819, 2.780, 1.201], [0.230, 0.177, -2.030], [-0.393, -1.010, -1.985], [1.422, 0.072, -1.430], [-0.351, 1.107, -1.984], [0.638, 0.240, -3.492]],
  "forces_ev_per_a": [[0.106, 4.897, 1.194], [-1.059, -4.050, -1.232], [0.810, -4.304, -0.406], [0.003, 3.500, 0.914], [2.418, -1.388, -5.159], [-0.023, 1.281, 0.694], [-1.443, 0.526, 0.319], [0.084, -0.609, 1.017], [-0.895, 0.146, 2.658]],
  "s_squared": 0.754,
  "gap_ha": [0.3058, 0.2732],
  "spin_multiplicity": 2,
  "homo_ev": [-9.153, -9.146]
}

6.
{
  "formula": "C3H4N3",
  "method": "ωB97M-V with the def2-TZVPD basis set",
  "elements": ["C", "C", "C", "N", "N", "N", "H", "H", "H", "H"],
  "positions_angstrom": [[-1.059, 0.867, -0.628], [0.389, 1.329, 0.789], [0.938, 0.048, 0.160], [-0.637, 1.829, 0.172], [-0.234, -0.233, -0.647], [0.857, 0.399, 1.620], [-2.073, 1.026, -0.857], [1.824, -0.468, -0.281], [-0.103, -1.005, -1.272], [0.123, -0.007, 2.174]],
  "forces_ev_per_a": [[1.636, -0.595, 0.924], [2.037, -1.775, -2.479], [-0.156, -0.058, -2.108], [-0.281, 0.851, 2.117], [0.730, 1.066, 1.809], [-1.368, 0.652, -0.401], [-1.075, -0.653, -1.603], [-0.271, 1.057, 1.093], [-0.991, -0.183, -0.650], [-0.262, -0.362, 1.297]],
  "gap_ha": 0.3617,
  "charge": 1,
  "smiles": "C1=NC2=[NH+][C@H]2N1",
  "relative_energy_kj_mol": 150.9,
  "homo_ev": -15.990
}

7.
{
  "formula": "C5H15BBrO3PS2",
  "method": "ωB97M-V with the def2-TZVPD basis set",
  "elements": ["C", "C", "O", "C", "B", "S", "P", "O", "Br", "H", "H", "H", "H", "H", "H", "H", "H", "H", "C", "S", "O", "C", "H", "H", "H", "H", "H", "H"],
  "positions_angstrom": [[0.609, 2.283, 1.696], [0.380, 0.857, 1.215], [-0.954, 0.780, 0.731], [0.636, -0.212, 2.321], [2.093, -0.761, 2.190], [2.460, -2.388, 1.456], [3.604, 0.391, 2.727], [4.524, 0.226, 1.357], [4.511, -1.185, 4.023], [0.010, 2.960, 1.086], [0.307, 2.410, 2.738], [1.657, 2.577, 1.613], [1.060, 0.661, 0.372], [-1.025, -0.032, 0.213], [0.454, 0.243, 3.300], [-0.091, -1.015, 2.180], [1.641, -2.163, 0.411], [4.719, 1.095, 0.992], [-2.379, 0.271, -4.000], [-2.295, -0.140, -2.256], [-0.908, -0.614, -1.971], [-3.314, -1.616, -2.345], [-1.750, 1.144, -4.156], [-2.010, -0.570, -4.587], [-3.412, 0.507, -4.257], [-2.866, -2.317, -3.049], [-4.323, -1.342, -2.652], [-3.338, -2.050, -1.347]],
  "forces_ev_per_a": [[-0.027, 0.058, 0.028], [0.043, -0.039, -0.019], [-0.048, -0.040, 0.216], [0.037, 0.097, -0.429], [0.082, -0.091, 0.254], [0.322, 0.388, -0.293], [-0.102, -0.068, -0.120], [-0.291, -0.019, -0.052], [0.117, -0.069, 0.178], [0.103, -0.007, -0.044], [-0.042, -0.024, -0.045], [-0.025, -0.053, 0.048], [-0.098, 0.048, -0.051], [0.061, 0.109, -0.181], [0.008, -0.055, -0.005], [0.022, 0.013, 0.046], [-0.342, -0.250, 0.233], [0.221, 0.050, 0.121], [0.108, -0.051, -0.027], [-0.130, 0.042, 0.117], [-0.006, -0.045, 0.062], [-0.023, 0.004, -0.049], [-0.005, 0.000, -0.001], [0.006, 0.008, -0.005], [0.003, 0.008, 0.000], [0.006, -0.006, 0.011], [-0.002, -0.011, 0.007], [0.002, 0.002, -0.001]],
  "gap_ha": 0.3127,
  "homo_ev": -8.568
}

no.,F_max (eV Å⁻¹)
1,5.91
2,1.19
3,0.21
4,8.42
5,5.86
6,3.67
7,0.58